The following is a quantum chemistry calculation of C26H17Cl3N3ReSi as an isolated structure at a distorted geometry, from the Open Molecules 2025 dataset.

Element x y z (Å)
Cl -1.895763 -1.332063 2.152629
C 2.603758 -3.045364 3.575462
H -5.651408 0.393700 -6.052781
H -6.569056 0.054249 -3.782936
C 0.729309 2.332610 -1.062160
C 2.866132 1.388236 3.050556
C 0.323861 -4.040098 -0.535692
C -5.505726 0.167348 -3.926018
H 0.019774 -4.694714 -1.335700
C -3.622212 0.519247 -5.382955
N 1.071484 -0.013183 2.053637
H -3.224792 0.676789 -6.373771
C 3.612302 3.296101 1.772771
C 1.780690 1.917040 0.953828
C 2.230143 -1.707659 3.448577
C 1.456759 -1.283159 2.377733
H 3.273691 4.527259 -0.634328
C 1.607446 3.378635 -1.350426
H -1.702536 0.596965 -4.440526
C 1.057720 -4.506255 0.526084
H 4.264856 4.146212 1.651344
C -4.662046 0.122105 -2.837143
H -0.635425 -2.301543 -1.392218
C -4.990242 0.362060 -5.201615
C 1.446519 -3.610864 1.542191
C 1.906357 1.063687 2.098170
C -1.773781 0.181685 -0.857004
H -0.065304 2.067612 -1.746193
C -2.766500 0.478154 -4.302685
C -3.277706 0.276454 -3.012069
H 4.395911 2.737351 3.671636
Re -0.576360 0.087474 0.790828
N 0.319191 -1.827783 0.353243
H 2.534079 -5.015697 2.750438
C 3.685685 2.505705 2.891343
C -2.437597 0.234844 -1.887188
C 2.574953 3.726363 -0.439899
H 1.512202 3.909320 -2.281722
Cl -1.604596 2.279334 3.828674
H 2.959003 0.815076 3.956367
Si -2.026044 1.607156 1.982939
H 2.511402 -1.024954 4.230588
H 1.353882 -5.542444 0.595348
C 1.045154 -2.260756 1.413852
C -0.038876 -2.690750 -0.576503
H 3.208793 -3.332705 4.420957
Cl -4.000217 1.783269 1.701491
H -5.044974 -0.029261 -1.839499
C 2.232132 -3.985710 2.650657
C 2.672557 3.001324 0.764029
N 0.815417 1.611597 0.045657

Cartesian forces, eV/Å:
Cl -0.02 0.52 -0.20
C 0.03 -0.58 -0.18
H -0.08 0.01 -0.09
H -0.10 -0.03 0.00
C -0.15 -0.16 -0.05
C -0.81 -0.45 -0.31
C 0.19 -0.20 0.25
C -0.02 0.01 -0.21
H -0.06 -0.03 -0.07
C -0.18 0.00 -0.10
N -2.19 0.49 -0.98
H 0.03 0.00 -0.09
C 0.11 -0.20 0.28
C 0.74 0.24 0.48
C -0.55 0.57 -0.38
C 0.61 -1.66 0.10
H -0.01 0.10 -0.03
C 0.28 0.19 0.21
H 0.10 0.01 -0.01
C -0.17 0.24 -0.20
H 0.09 0.08 -0.02
C 0.37 0.05 0.09
H -0.03 0.04 0.05
C 0.08 0.01 0.11
C -0.12 0.42 -0.01
C 1.14 1.39 -0.02
C 0.70 0.03 0.11
H -0.02 -0.05 0.02
C -0.01 -0.07 0.40
C -0.65 0.07 -0.83
H 0.04 0.04 0.01
Re 0.32 -0.09 0.95
N -0.18 0.22 -0.31
H 0.06 -0.13 0.04
C 0.22 0.52 -0.34
C 0.54 -0.10 0.86
C -0.28 -0.27 -0.06
H -0.08 0.04 -0.14
Cl 0.08 0.19 0.21
H 0.01 -0.06 -0.01
Si 0.20 -0.56 -0.25
H 0.04 0.07 0.01
H 0.00 -0.10 -0.03
C 0.74 -0.44 0.65
C -0.06 0.07 -0.28
H 0.02 -0.06 0.10
Cl -0.23 0.13 -0.06
H -0.08 -0.01 0.07
C 0.07 0.16 0.16
C -0.33 -0.23 0.08
N -0.42 -0.40 0.03

The value obtained for the HOMO-LUMO gap (alpha / beta) is 5.68 / 5.54 eV. The total energy comes out at -79280.33419 eV. Its expectation value of S² is 1.160. Its multiplicity is 2. Its net charge is +1. The HOMO energy (alpha / beta) comes out at -10.5 / -10.6 eV. As for the largest force on an atom: 2.4 eV Å⁻¹. The calculation puts the LUMO energy (alpha / beta) at -0.178 / -0.186 Eh.